(1)
# C5H11O2

2 unconnected molecules or ions with the total composition C5H11O2 (ωB97M-V/def2-TZVPD, the OMol25 dataset).

Results
HOMO-LUMO gap (spin up / spin down)	11.8488 / 7.4807	eV
spin multiplicity	2
HOMO (spin up / spin down)	-11.0 / -10.6	eV
E_LUMO (spin up / spin down)	0.8163 / -3.1333	eV
electronic energy	-347.46772	hartree
ΔE to the lowest compared entry with this formula, charge and spin	31.6	kcal per mole
expectation value of S²	0.76

Each line ends with the Mulliken charge.
Geometry (Å):
C  -0.51  -1.16  -1.30  -0.100
C  0.38  -2.33  -1.75  -1.014
C  -1.31  -1.53  -0.02  0.523
O  -1.27  -0.77  0.95  -0.312
O  -2.04  -2.52  0.07  -0.502
H  0.05  -0.17  -1.20  0.188
H  -1.21  -0.97  -2.09  0.277
H  0.10  -3.31  -1.34  0.310
H  1.46  -2.24  -1.94  0.321
H  0.09  -2.50  -2.81  0.274
C  -0.06  1.90  1.90  -0.620
C  0.97  2.43  0.98  -0.947
H  0.20  0.88  2.16  0.199
H  -0.29  2.53  2.86  0.317
H  -0.92  1.85  1.36  0.211
H  1.69  3.23  1.45  0.275
H  1.88  1.82  0.77  0.304
H  0.78  2.85  -0.05  0.294

(2)
# C5H11O2

A single C5H11O2 molecule (ωB97M-V/def2-TZVPD, the OMol25 dataset).

Results
HOMO-LUMO gap (spin up / spin down)	11.0593 / 8.4445	eV
spin multiplicity	2
HOMO (spin up / spin down)	-10.1 / -10.0	eV
E_LUMO (spin up / spin down)	0.9861 / -1.5751	eV
electronic energy	-347.45236	hartree
ΔE to the lowest compared entry with this formula, charge and spin	41.2	kcal per mole
expectation value of S²	0.76

Each line ends with the Mulliken charge.
Geometry (Å):
C  -0.06  -1.96  0.84  -0.272
O  0.80  -2.89  0.45  -0.401
C  0.45  -0.63  1.52  -0.493
C  0.58  0.54  0.58  -0.620
C  -0.62  1.14  -0.18  -0.491
C  -0.38  1.36  -1.71  -0.418
O  -0.05  0.17  -2.36  -0.547
H  -0.97  -2.39  1.28  0.360
H  -0.65  -1.47  0.02  0.185
H  1.36  -0.92  2.06  0.376
H  -0.32  -0.24  2.27  0.272
H  1.23  1.25  1.08  0.377
H  1.09  0.04  -0.27  0.090
H  -1.03  2.04  0.35  0.379
H  -1.50  0.48  -0.06  0.275
H  0.54  1.98  -1.57  0.228
H  -1.07  1.85  -2.40  0.381
H  0.61  -0.35  -1.91  0.320

(3)
# C5H11O2

2 unconnected molecules or ions with the total composition C5H11O2 (ωB97M-V/def2-TZVPD, the OMol25 dataset).

Results
HOMO-LUMO gap (spin up / spin down)	11.9662 / 7.5282	eV
spin multiplicity	2
HOMO (spin up / spin down)	-11.2 / -10.7	eV
E_LUMO (spin up / spin down)	0.7593 / -3.1339	eV
electronic energy	-347.47877	hartree
ΔE to the lowest compared entry with this formula, charge and spin	24.7	kcal per mole
expectation value of S²	0.76

Each line ends with the Mulliken charge.
Geometry (Å):
C  -1.93  0.83  0.15  -0.199
C  -0.68  0.54  0.98  -1.074
C  -2.45  -0.55  -0.48  -1.060
H  -2.81  1.19  0.67  0.305
H  -1.49  1.34  -0.70  0.211
H  0.10  1.29  1.13  0.365
H  -0.16  -0.35  0.61  0.217
H  -2.01  -1.34  0.12  0.316
H  -3.49  -0.67  -0.21  0.353
H  -0.91  0.33  2.04  0.330
H  -2.33  -0.56  -1.55  0.259
C  2.55  -0.01  -1.03  -0.879
C  2.61  -0.76  0.32  0.733
O  1.97  -0.30  1.33  -0.273
O  3.34  -1.73  0.45  -0.517
H  1.72  -0.24  -1.66  0.294
H  3.60  -0.09  -1.32  0.305
H  2.37  1.06  -0.84  0.316

(4)
# C5H11O2

2 unconnected molecules or ions with the total composition C5H11O2 (ωB97M-V/def2-TZVPD, the OMol25 dataset).

Results
HOMO-LUMO gap (spin up / spin down)	8.7623 / 9.8007	eV
spin multiplicity	4
HOMO (spin up / spin down)	-7.7 / -11.1	eV
E_LUMO (spin up / spin down)	1.0623 / -1.2639	eV
electronic energy	-347.34280	hartree
ΔE to the lowest compared entry with this formula, charge and spin	26.8	kcal per mole
expectation value of S²	3.76

Each line ends with the Mulliken charge.
Geometry (Å):
O  2.03  1.03  -1.65  0.041
O  2.60  1.49  -2.75  -0.138
C  -0.58  1.89  0.61  -1.121
C  -0.84  0.39  0.86  -0.719
C  -0.29  -0.56  -0.24  0.836
C  -0.66  -2.01  0.16  -1.520
C  1.17  -0.50  -0.31  -0.936
H  -1.08  2.47  1.40  0.373
H  0.49  2.17  0.63  0.258
H  -0.96  2.20  -0.37  0.294
H  -0.40  0.10  1.80  0.320
H  -1.93  0.23  0.99  0.342
H  -0.70  -0.29  -1.23  0.238
H  -0.28  -2.72  -0.57  0.410
H  -0.24  -2.22  1.11  0.370
H  -1.75  -2.17  0.22  0.390
H  1.77  -0.45  0.62  0.336
H  1.65  -1.05  -1.27  0.227

(5)
# C5H11O2P

A molecular structure, C5H11O2P (ωB97M-V/def2-TZVPD, the OMol25 dataset).

Results
HOMO-LUMO gap	8.4918	eV
HOMO	-7.7	eV
E_LUMO	0.7555	eV
electronic energy	-688.86754	hartree
ΔE to the lowest compared entry with this formula, charge and spin	29.2	kcal per mole

Each line ends with the Mulliken charge.
Geometry (Å):
C  -0.14  1.48  -0.09  -1.334
C  -1.43  1.02  0.86  -0.722
C  0.89  0.40  0.01  0.247
C  0.33  -0.89  -0.50  -0.251
C  0.82  -2.13  0.11  -1.257
O  2.05  0.83  -0.73  -0.579
O  -2.78  0.17  -1.09  -0.497
P  -2.01  -0.57  0.20  0.185
H  -0.38  1.57  -1.11  0.516
H  0.23  2.44  0.09  0.473
H  -1.05  1.01  1.88  0.431
H  -2.25  1.81  0.83  0.384
H  1.19  0.13  1.07  0.323
H  0.30  -0.81  -1.54  0.426
H  0.37  -2.54  1.02  0.346
H  1.72  -1.74  0.68  0.305
H  0.93  -2.86  -0.61  0.350
H  1.67  1.40  -1.40  0.354
H  -3.35  -0.37  -1.65  0.299

(6)
# C5H11O2S

A gas-phase ion, C5H11O2S (charge -1) (ωB97M-V/def2-TZVPD, the OMol25 dataset).

Results
total charge	-1
HOMO-LUMO gap	7.3723	eV
HOMO	-3.6	eV
E_LUMO	3.7579	eV
electronic energy	-745.68949	hartree
ΔE to the lowest compared entry with this formula, charge and spin	96.7	kcal per mole
SMILES string	C=[S@@](=O)([O-])C(C)(C)C

Each line ends with the Mulliken charge.
Geometry (Å):
C  1.82  1.33  1.18  -1.013
S  1.78  0.13  -0.04  1.115
O  2.20  0.54  -1.39  -0.731
O  2.37  -1.36  0.22  -0.736
C  0.00  -0.12  -0.24  1.451
C  -0.13  -1.11  -1.40  -1.636
C  -0.56  -0.86  1.07  -1.649
C  -0.82  1.07  -0.58  -1.769
H  2.64  2.01  1.23  0.309
H  2.07  0.63  2.17  0.106
H  0.33  -1.03  -2.39  0.308
H  0.17  -2.00  -0.99  0.485
H  -1.18  -1.21  -1.84  0.333
H  -1.43  -1.50  0.72  0.344
H  -0.88  -0.25  1.90  0.325
H  0.31  -1.48  1.21  0.557
H  -1.93  0.88  -0.81  0.321
H  -0.46  1.77  0.21  0.523
H  -0.41  1.70  -1.43  0.357

(7)
# C5H11O2S

2 unconnected molecules or ions with the total composition C5H11O2S (ωB97M-V/def2-TZVPD, the OMol25 dataset).

Results
total charge	-1
HOMO-LUMO gap	7.5033	eV
HOMO	-4.2	eV
E_LUMO	3.2584	eV
electronic energy	-745.82463	hartree
ΔE to the lowest compared entry with this formula, charge and spin	11.9	kcal per mole

Each line ends with the Mulliken charge.
Geometry (Å):
C  0.65  -3.22  1.54  -0.860
C  -0.02  -1.82  1.58  0.655
O  -1.27  -1.78  1.58  -0.739
O  0.78  -0.86  1.61  -0.738
H  0.96  -3.36  0.53  0.184
H  -0.13  -3.95  1.75  0.290
H  1.45  -3.36  2.26  0.259
C  -0.93  1.90  -0.67  -0.207
C  -0.37  3.05  0.17  -1.090
C  0.60  -0.27  -1.56  -0.247
S  0.21  1.43  -2.03  -0.233
H  -1.03  0.97  -0.10  0.044
H  -1.95  2.05  -1.02  0.398
H  0.69  2.85  0.24  0.297
H  -0.94  3.28  1.06  0.336
H  -0.04  -0.98  -2.08  0.293
H  1.67  -0.44  -1.64  0.339
H  0.40  -0.50  -0.51  -0.303
H  -0.32  3.91  -0.49  0.321

(8)
# C5H11O3

2 unconnected molecules or ions with the total composition C5H11O3 (ωB97M-V/def2-TZVPD, the OMol25 dataset).

Results
total charge	-1
HOMO-LUMO gap	7.8893	eV
HOMO	-4.3	eV
E_LUMO	3.6235	eV
electronic energy	-422.83576	hartree
ΔE to the lowest compared entry with this formula, charge and spin	48.9	kcal per mole

Each line ends with the Mulliken charge.
Geometry (Å):
C  -1.67  -1.65  1.02  -0.828
C  -2.16  -0.26  1.58  0.555
O  -1.78  0.76  0.99  -0.708
O  -2.95  -0.35  2.53  -0.735
H  -1.56  -2.26  1.84  0.296
H  -0.82  -1.65  0.50  0.249
H  -2.40  -2.12  0.23  0.213
C  1.38  0.79  -0.37  0.628
C  2.03  -0.41  -1.00  -1.228
C  0.39  1.45  -1.26  -1.243
O  0.86  0.57  1.10  -0.524
H  1.99  1.71  0.07  0.198
H  2.68  0.03  -1.77  0.395
H  -0.22  2.25  -0.74  0.303
H  0.77  1.76  -2.24  0.406
H  -0.48  0.70  -1.70  0.252
H  -0.10  0.58  0.98  0.239
H  1.27  -1.02  -1.49  0.276
H  2.78  -0.90  -0.27  0.257